No. 1
Formula: C4H11NO2
Source: OMol25
Level of theory: ωB97M-V/def2-TZVPD

The total energy comes out at -364.24644 Ha. The value obtained for the HOMO energy is -9.90 eV. For the molar mass, the calculation gives 105.14 Da. The orbital gap comes out at 10.77 eV. The calculation puts the energy above the lowest of the compared OMol25 structures with the same formula, charge and spin at 57.1 kJ/mol. Its SMILES is CC(N)=O.CCO.

CARTESIAN COORDINATES (ANGSTROEM)
O (2.338, -0.645, -1.025)
O (-1.656, 1.006, -0.336)
N (-1.363, 0.404, 1.823)
C (1.399, -1.630, -0.648)
C (-0.691, 2.630, 1.127)
C (-1.282, 1.290, 0.779)
C (0.332, -1.873, -1.717)
H (0.838, -1.797, -2.676)
H (-0.413, 3.127, 0.210)
H (0.179, 2.617, 1.789)
H (-0.089, -2.875, -1.656)
H (-1.276, 0.774, 2.754)
H (-1.488, 3.244, 1.549)
H (-0.497, -1.170, -1.664)
H (-1.998, -0.370, 1.701)
H (0.990, -1.292, 0.299)
H (2.780, -0.859, -1.849)
H (1.899, -2.581, -0.458)

No. 2
Formula: C4H11NO2
Source: OMol25
Level of theory: ωB97M-V/def2-TZVPD

The total energy comes out at -364.23404 Ha. The value obtained for the HOMO energy is -8.89 eV. For the molar mass, the calculation gives 105.14 Da. The orbital gap comes out at 9.54 eV. The calculation puts the energy above the lowest of the compared OMol25 structures with the same formula, charge and spin at 89.6 kJ/mol. Its SMILES is CC(=O)O.CCN.

CARTESIAN COORDINATES (ANGSTROEM)
O (1.268, 1.592, 1.603)
O (2.771, 0.766, 0.163)
N (-0.245, -0.741, -1.836)
C (1.661, -0.645, 1.813)
C (-1.565, -0.173, -1.792)
C (2.093, 0.610, 1.134)
C (-1.948, 0.314, -0.398)
H (-2.299, -0.906, -2.134)
H (0.659, -0.578, 2.203)
H (-0.139, -1.721, -1.630)
H (-1.206, 0.965, 0.061)
H (-2.000, -0.594, 0.209)
H (1.598, -1.503, 1.151)
H (2.303, -1.059, 2.594)
H (0.429, -0.162, -1.359)
H (1.179, 2.414, 1.114)
H (-2.920, 0.809, -0.379)
H (-1.639, 0.611, -2.518)

No. 3
Formula: C4H11NO2
Source: OMol25
Level of theory: ωB97M-V/def2-TZVPD

The total energy comes out at -364.17265 Ha. The value obtained for the HOMO energy is -9.15 eV. For the molar mass, the calculation gives 105.14 Da. The orbital gap comes out at 9.95 eV. The calculation puts the energy above the lowest of the compared OMol25 structures with the same formula, charge and spin at 250.8 kJ/mol. Its SMILES is C[C@@H](O)[C@@H](N)CO.

CARTESIAN COORDINATES (ANGSTROEM)
O (-0.498, 1.770, -0.885)
O (-1.490, -2.253, 0.489)
N (-0.620, 0.321, 1.725)
C (-1.052, -1.082, -0.116)
C (1.513, 0.399, -1.342)
C (0.585, 1.050, -0.281)
C (-0.023, -0.167, 0.564)
H (0.761, -0.292, -1.759)
H (1.663, 1.163, -2.068)
H (-0.699, -0.360, 2.527)
H (-0.696, -2.715, 0.585)
H (1.171, 1.814, 0.360)
H (-0.103, 1.176, 1.831)
H (0.846, -0.765, 0.944)
H (-1.882, -0.359, -0.266)
H (-1.321, 1.598, -0.334)
H (2.443, 0.076, -0.954)
H (-0.598, -1.373, -1.020)

No. 4
Formula: C4H11NO2
Source: OMol25
Level of theory: ωB97M-V/def2-TZVPD

The total energy comes out at -364.14052 Ha. The value obtained for the HOMO energy is -9.23 eV. For the molar mass, the calculation gives 105.14 Da. The orbital gap comes out at 9.71 eV. The calculation puts the energy above the lowest of the compared OMol25 structures with the same formula, charge and spin at 335.1 kJ/mol. Its SMILES is CC(=O)O.CCN.

CARTESIAN COORDINATES (ANGSTROEM)
O (1.949, -1.109, -2.353)
O (0.879, 0.916, -2.659)
N (-1.178, 1.260, 1.203)
C (1.935, 0.227, -2.293)
C (3.166, 0.596, -1.555)
C (-2.009, -0.153, 0.889)
C (-2.616, -0.897, 2.159)
H (-2.851, 0.095, 0.163)
H (-1.469, -0.851, 0.335)
H (-1.716, 1.748, 1.741)
H (-3.542, -1.466, 2.025)
H (-0.210, 1.034, 1.513)
H (-2.665, -0.096, 2.880)
H (-1.767, -1.604, 2.577)
H (3.546, -0.047, -0.720)
H (3.384, 1.570, -1.318)
H (1.193, -1.784, -2.347)
H (3.973, 0.563, -2.239)

No. 5
Formula: C4H11NO2
Source: OMol25
Level of theory: ωB97M-V/def2-TZVPD

The total energy comes out at -364.19113 Ha. The value obtained for the HOMO energy is -9.53 eV. For the molar mass, the calculation gives 105.14 Da. The orbital gap comes out at 10.13 eV. The calculation puts the energy above the lowest of the compared OMol25 structures with the same formula, charge and spin at 202.3 kJ/mol. Its SMILES is CCCNC=O.O.

CARTESIAN COORDINATES (ANGSTROEM)
O (-0.056, -2.823, -0.966)
O (-3.039, 0.837, -1.120)
N (-0.694, -1.089, 0.298)
C (-0.929, -2.285, -0.300)
C (2.288, 1.377, 0.339)
C (0.957, 0.914, 0.678)
C (0.632, -0.521, 0.160)
H (0.172, 1.585, 0.519)
H (-3.659, 1.494, -1.103)
H (-1.972, -2.596, -0.077)
H (2.408, 2.559, 0.424)
H (2.818, 0.804, 1.156)
H (-1.572, -0.468, 0.509)
H (1.236, -1.214, 0.740)
H (1.005, -0.616, -0.898)
H (0.945, 0.814, 1.835)
H (-3.173, 0.070, -1.533)
H (2.635, 1.160, -0.662)

No. 6
Formula: C4H11NO2
Source: OMol25
Level of theory: ωB97M-V/def2-TZVPD

The total energy comes out at -364.15452 Ha. The value obtained for the HOMO energy is -9.45 eV. For the molar mass, the calculation gives 105.14 Da. The orbital gap comes out at 10.09 eV. The calculation puts the energy above the lowest of the compared OMol25 structures with the same formula, charge and spin at 298.4 kJ/mol. Its SMILES is CCNCC=O.O.

CARTESIAN COORDINATES (ANGSTROEM)
O (0.642, -3.183, 0.933)
O (1.654, 0.971, 2.564)
N (0.420, 0.229, -0.049)
C (-1.692, 0.662, -1.347)
C (-0.071, -1.165, -0.083)
C (0.759, -1.997, 0.796)
C (-0.244, 1.082, -0.998)
H (-2.157, 1.212, -2.207)
H (0.215, 0.659, 0.863)
H (-2.508, 0.577, -0.568)
H (1.699, -1.667, 1.456)
H (-1.682, -0.351, -1.737)
H (0.248, -1.404, -1.201)
H (0.280, 1.194, -1.881)
H (1.508, 1.729, 1.951)
H (-0.305, 2.052, -0.488)
H (2.484, 0.550, 2.092)
H (-1.250, -1.149, -0.095)